91
Properties=species:S:1:pos:R:3:forces:R:3 method="wB97M-V/def2-TZVPD" multiplicity=1 e_homo_ev="-12.5 / -12.5" total_charge=+2
C 5.438 -0.828 1.958 -0.024 0.056 0.015
C -2.419 -2.586 -2.318 0.066 0.024 -0.009
H 0.688 4.947 -0.465 0.001 0.001 0.003
C 4.152 -2.783 1.370 0.001 -0.002 0.000
Si -1.710 -0.993 -1.698 0.063 -0.074 -0.083
C 3.370 0.407 -1.818 -0.029 0.017 0.000
H 1.830 -3.328 -1.315 0.004 0.013 0.011
C 2.965 -2.111 1.562 0.047 0.086 0.018
C -0.740 2.258 -4.001 0.009 -0.005 -0.005
C 1.474 -0.716 -0.799 -0.066 0.061 -0.142
C -3.673 -2.986 -1.845 -0.008 0.018 0.033
C -3.591 -4.973 -3.185 -0.003 -0.027 -0.014
H -2.501 0.556 0.178 0.026 -0.012 0.013
H 4.136 -3.831 1.100 -0.008 -0.014 -0.007
N -0.955 -0.760 2.599 -0.094 0.024 0.059
C 1.337 2.180 3.175 -0.024 0.051 0.016
H 2.726 3.270 4.415 0.018 -0.006 0.000
H -1.399 -3.281 0.347 0.022 0.010 0.033
H 1.869 4.312 -1.621 0.001 -0.013 0.001
H 3.241 -1.694 -1.654 0.019 0.000 0.016
N 1.897 0.067 2.184 -0.028 0.102 -0.072
H 6.387 -0.343 2.140 0.009 0.022 0.011
N -2.309 1.081 1.031 0.104 0.083 -0.081
H -2.159 1.734 -2.498 -0.015 0.004 0.014
C 2.719 1.679 -1.622 -0.157 -0.046 0.058
H -5.229 -4.459 -1.900 -0.014 -0.002 0.008
H -2.799 -1.099 3.604 -0.014 0.028 -0.006
H -1.998 2.662 3.145 -0.015 0.006 0.015
C -0.815 0.096 -2.901 -0.036 0.020 0.058
H -3.788 -0.310 1.594 0.015 -0.006 0.039
C -1.463 3.355 0.355 0.008 0.072 -0.026
C 2.773 -0.742 -1.445 -0.009 -0.130 0.029
H 6.301 -2.689 1.385 0.010 -0.011 -0.003
H 0.978 4.690 5.415 -0.007 0.009 0.011
H 0.876 -3.789 0.081 -0.009 0.001 0.009
H -1.148 3.250 -4.141 -0.018 0.011 -0.006
H 2.026 -2.625 1.447 -0.026 -0.025 -0.001
H -2.514 -1.989 0.692 0.018 -0.012 0.023
C 1.552 1.694 -0.938 -0.022 0.066 -0.164
Ti -0.178 0.633 1.090 0.303 -0.582 0.043
H 0.655 -1.317 -3.605 0.006 -0.023 -0.003
C -0.947 2.773 3.383 0.047 0.028 -0.003
C 2.306 1.208 2.692 -0.015 -0.022 -0.044
C 0.609 -1.739 -0.570 0.015 -0.025 -0.191
H -0.270 -0.673 3.345 0.010 0.032 -0.019
C -1.304 1.395 -3.073 -0.023 -0.005 0.007
C -2.250 -0.276 3.139 -0.001 0.001 0.049
H -0.826 -3.105 -3.685 0.016 0.009 0.021
C -1.777 -3.401 -3.257 0.027 0.066 -0.060
H -2.878 -0.203 -1.209 -0.019 -0.070 0.045
H -3.352 2.435 -0.201 0.011 0.032 0.017
C 0.865 4.187 -1.226 -0.022 0.014 -0.024
H 1.644 0.206 -5.245 0.013 -0.015 -0.001
H 3.153 2.582 -2.022 -0.004 0.019 -0.015
H -4.044 -5.895 -3.524 -0.009 -0.010 -0.004
H -1.393 4.312 4.810 -0.008 0.006 -0.002
H 0.162 4.359 -2.045 0.002 -0.001 0.007
C -0.613 3.729 4.336 -0.036 -0.016 -0.019
C 0.329 1.832 -4.776 0.009 0.032 -0.032
C 5.383 -2.140 1.543 0.026 -0.058 -0.017
C 0.824 0.544 -4.627 0.006 0.002 0.002
H 0.101 -3.624 -1.481 -0.009 0.004 -0.021
N 1.012 0.537 -0.423 0.180 0.184 0.101
H -1.675 4.000 -0.499 -0.011 0.003 0.035
H 0.763 2.495 -5.512 0.003 0.009 -0.006
C 0.864 -3.188 -0.834 0.050 -0.008 0.044
H -1.211 3.991 1.205 -0.024 -0.011 -0.020
S 4.003 1.438 2.790 -0.012 -0.033 -0.004
C -4.255 -4.170 -2.271 0.004 0.004 0.003
H -1.850 -5.200 -4.415 0.010 -0.008 -0.011
H 4.328 0.384 -2.320 0.016 -0.023 0.005
H -2.003 0.442 3.917 -0.036 -0.029 -0.016
C 1.694 3.153 4.107 -0.023 0.002 -0.018
N -0.728 -1.307 -0.155 -0.036 0.310 0.172
C -3.124 0.405 2.083 -0.055 0.025 -0.021
C 0.016 1.984 2.749 -0.224 0.015 0.103
H 0.115 -2.483 2.164 -0.023 -0.032 -0.007
C -0.927 -2.165 2.134 0.007 0.015 0.022
H -1.492 -2.810 2.813 -0.007 -0.003 -0.059
H -3.273 2.919 1.480 0.021 0.016 -0.022
C -1.453 -2.255 0.717 -0.122 -0.039 0.021
C -2.693 2.485 0.668 -0.060 -0.044 0.044
C 0.254 -0.315 -3.701 0.004 -0.050 0.017
N -0.346 2.475 0.064 0.073 0.066 0.080
C 4.235 -0.157 2.160 0.007 -0.109 -0.034
C 0.659 2.823 -0.671 0.046 -0.038 -0.081
C -2.355 -4.585 -3.684 -0.002 -0.016 -0.006
H -3.766 1.137 2.572 -0.002 -0.033 0.003
H -4.221 -2.357 -1.151 0.000 0.013 0.017
C 0.713 3.941 4.682 0.031 0.009 0.007
C 2.997 -0.763 1.924 0.020 -0.015 0.019



57
Properties=species:S:1:pos:R:3:forces:R:3 method="wB97M-V/def2-TZVPD" multiplicity=1 e_homo_ev=-18.0 total_charge=+3
H -3.273 1.673 2.549 0.356 0.446 0.250
C 1.478 -0.606 2.881 -2.254 0.809 -0.021
H -2.495 -1.905 -0.035 0.003 0.003 -0.102
C 0.978 -2.628 -2.358 -0.628 -0.259 -0.445
H 1.904 1.117 1.764 -0.238 -0.521 0.095
H -0.820 2.340 -3.995 -0.100 -0.109 -0.146
H -3.756 -2.611 -2.038 -0.190 -0.300 0.063
C -2.088 0.070 -3.242 -0.728 -1.524 1.352
H -0.050 -1.823 4.132 0.540 0.089 -0.214
H 0.661 -2.596 2.684 0.000 -0.565 0.199
C -0.158 2.335 -3.149 -1.159 -1.727 1.142
H 2.419 4.164 -1.806 -0.949 -1.443 -0.301
C -2.256 -0.163 3.032 -1.320 -1.416 -0.729
H -3.178 -0.786 3.172 0.610 0.745 0.036
C -2.374 -1.348 -0.957 -0.686 -1.424 -0.420
C 0.303 1.594 2.980 0.748 0.186 0.311
H -3.267 0.529 1.318 -0.040 -0.238 -0.460
H 4.193 -1.253 -1.319 0.938 -0.197 0.409
C 0.296 -1.673 3.101 0.848 1.403 -0.192
H -1.228 3.199 2.665 -0.602 0.208 1.125
C 1.432 2.403 -0.918 -1.106 0.144 -1.512
C -2.612 0.958 2.063 -0.538 -0.301 0.187
C 3.295 -0.687 -1.327 -1.120 0.624 0.688
Sb 1.662 -1.869 -0.548 0.245 1.592 -0.199
H -1.869 2.131 0.612 -0.288 0.187 -0.464
H 3.050 -0.540 -2.349 -0.346 0.058 -1.122
Al -0.218 0.145 0.464 0.541 0.144 0.408
H 1.979 2.407 -0.032 1.039 0.148 1.289
C -0.341 1.438 -2.078 -0.359 -0.441 -0.154
H -3.547 -1.229 -4.165 0.389 -0.036 0.483
H 0.183 -3.351 -2.222 -0.146 -0.179 0.108
C -1.400 0.344 -2.102 2.102 1.617 0.618
C 2.512 -3.585 0.283 -0.563 0.086 0.530
N 1.052 0.614 2.048 -0.398 0.359 0.785
H 3.112 -4.021 -0.511 -0.204 -0.440 0.091
C -2.960 -1.013 -3.260 -0.538 -0.387 -0.129
C -0.643 2.466 2.164 1.337 -0.428 -1.110
H 3.140 -3.367 1.140 0.063 0.020 0.086
C 0.810 3.261 -3.047 1.494 0.797 1.138
H 1.741 -3.084 -2.952 0.838 -0.559 0.055
H 1.616 -4.144 0.610 0.823 -0.344 -0.327
H -1.940 0.083 4.027 0.519 0.244 0.288
H 0.622 -1.869 -3.026 -0.453 0.753 -0.056
H 0.889 3.995 -3.783 0.270 1.045 -1.218
N -1.493 -0.343 -0.934 -0.939 -0.085 -1.266
H 3.349 0.338 -0.912 0.347 -0.808 0.178
C 1.669 3.322 -1.942 0.121 0.342 0.975
C -3.091 -1.776 -2.104 0.816 1.451 0.766
H 1.809 -0.197 3.809 0.296 -0.032 0.805
S -1.180 -1.356 2.134 -0.134 0.132 -0.139
H -1.940 0.631 -4.090 0.252 1.194 -1.761
N 0.427 1.477 -0.955 -0.147 0.277 -0.886
H 2.295 -1.067 2.406 0.978 -0.598 -0.659
H -0.178 0.977 3.731 -0.285 0.083 -0.146
N -1.473 1.559 1.339 0.138 -0.009 0.166
H 1.003 2.212 3.578 -0.100 -0.289 -0.604
H -0.052 3.106 1.475 -0.094 -0.529 0.158



22
Properties=species:S:1:pos:R:3:forces:R:3 method="wB97M-V/def2-TZVPD" smiles="CCn1cc(O[N+](=O)[O-])[nH+]c1O[N+](=O)[O-]" multiplicity=1 e_homo_ev=-13.6 total_charge=+1
H 4.010 0.897 0.140 1.633 0.182 0.869
O -0.062 -4.266 -0.285 2.424 -4.371 -1.799
H 2.559 -0.140 1.252 -0.461 -0.462 1.985
O -2.391 1.993 0.393 2.952 -2.833 -0.439
O -1.439 -2.923 0.706 0.135 -0.990 -0.200
N -3.682 1.643 -0.193 3.105 -1.284 0.826
O -4.386 2.525 -0.187 -2.752 3.391 -0.034
H 2.218 -1.069 -0.199 1.199 0.981 0.373
H 2.630 1.954 -0.103 -0.071 1.684 -0.231
C -1.268 0.948 0.212 -2.440 3.772 0.614
N 0.708 0.062 0.219 -0.167 2.301 0.556
C -0.164 -0.860 -0.194 0.165 0.591 0.393
H 3.228 0.736 -1.422 -0.267 1.379 1.365
C 0.034 1.265 0.469 -0.630 -0.356 -0.140
H 0.573 2.189 0.794 -0.954 -1.110 -0.421
N -1.418 -0.353 -0.228 1.378 1.501 0.875
O -3.792 0.525 -0.537 -0.548 -2.153 -0.801
C 3.092 1.041 -0.324 -2.107 -3.207 -2.864
C 2.178 -0.055 0.283 -0.036 -2.123 -1.937
O 0.249 -2.006 -0.560 0.593 -1.954 -1.218
N -0.549 -3.337 0.045 -3.089 5.513 2.561
H -2.330 -0.771 -0.280 -0.065 -0.454 -0.332



54
Properties=species:S:1:pos:R:3:forces:R:3 method="wB97M-V/def2-TZVPD" smiles="COc1ccc(N2CC[NH+](C[C@H](O)COc3ccccc3[N+](=O)[O-])CC2)cc1" multiplicity=1 e_homo_ev=-10.0 total_charge=+1
H -7.834 1.835 1.072 0.017 0.019 -0.030
H 3.164 0.918 -1.538 0.119 -0.104 0.114
H -3.692 -0.191 0.327 0.038 -0.126 -0.017
C 0.949 1.603 0.493 -0.342 0.824 -0.482
O -6.545 3.354 0.486 0.254 0.201 0.057
N -1.416 1.224 0.802 0.307 -0.069 0.155
H -0.644 2.769 -0.360 0.122 -0.065 -0.026
H 0.979 2.146 1.440 0.063 -0.099 -0.025
C 0.186 -0.344 1.690 -0.819 -0.406 0.294
C -5.337 2.747 0.538 0.200 -0.139 -0.002
C -0.436 1.724 -0.135 0.114 -0.025 0.196
H 1.787 -5.321 -1.965 -0.012 -0.024 -0.008
C -1.198 -0.179 1.060 0.116 0.117 0.085
H 2.651 0.444 2.290 -0.120 -0.097 -0.061
H 2.682 -1.143 1.490 -0.143 0.070 -0.019
H -1.249 -0.795 0.149 -0.119 0.009 0.107
C 4.553 -2.705 -1.351 -0.070 0.268 0.049
O 3.883 1.812 0.654 0.082 0.334 0.010
C -3.828 0.871 0.461 0.415 0.097 0.006
H -4.419 4.642 0.872 -0.016 0.144 0.026
C 3.225 -2.298 -1.367 -0.430 -0.168 -0.037
H 4.655 -0.084 0.901 -0.190 0.028 -0.017
C -4.239 3.586 0.756 -0.191 -0.054 -0.083
O 0.052 -3.723 -2.003 -0.052 0.025 -0.073
H 4.626 -0.073 -1.480 -0.077 0.035 -0.004
H -0.456 1.157 -1.082 -0.015 0.081 -0.053
C -2.739 1.703 0.680 -0.395 -0.012 -0.063
H 4.174 -6.014 -1.978 0.006 -0.106 -0.009
H -5.932 0.700 0.226 -0.107 -0.032 -0.012
H -7.653 2.052 -0.693 0.010 0.011 0.038
C 2.579 -4.606 -1.800 -0.181 0.231 0.045
C 4.884 -4.033 -1.565 -0.180 -0.058 -0.017
H -8.531 3.264 0.271 0.033 -0.096 -0.008
H 5.344 -1.993 -1.178 0.052 0.104 -0.001
C -2.966 3.072 0.831 -0.123 -0.107 -0.055
N 1.231 0.177 0.774 -0.016 -0.290 -0.365
H 0.237 0.216 2.625 0.116 -0.004 -0.089
H 1.130 -0.376 -0.106 0.243 0.157 0.306
C 3.773 0.422 0.481 -0.246 -0.499 -0.195
C 2.230 -3.277 -1.568 1.300 -0.316 -0.035
H 1.713 2.012 -0.164 0.009 -0.156 0.058
H 5.924 -4.322 -1.550 0.105 -0.018 0.001
C 3.904 -4.986 -1.802 0.089 0.060 0.020
C -5.114 1.382 0.396 -0.431 0.258 0.011
H -2.137 3.736 1.023 0.096 0.080 0.068
C 2.579 -0.068 1.327 0.921 0.029 0.030
O 0.507 -1.907 -0.961 -0.451 -0.199 0.024
C -7.694 2.568 0.272 -0.203 -0.143 -0.039
C 3.642 0.075 -1.028 0.328 0.400 0.217
H 0.377 -1.400 1.884 0.168 0.049 -0.069
H 4.759 2.125 0.403 0.027 -0.043 0.027
H -1.945 -0.533 1.771 0.085 -0.062 -0.016
N 0.843 -2.949 -1.524 -0.750 0.108 0.071
O 2.785 -1.020 -1.243 0.245 -0.222 -0.102



Maximum force across the listed records, respectively: 0.01279 0.05296 0.13260 0.02603 hartree/bohr.
Relative energy (zero: lowest compared OMol25 entry of this formula, charge and spin) across the listed records, respectively: 20.51 65.38 0.00 9.09 kJ/mol.
E_tot across the listed records, respectively: -3414.7875 -1841.6519 -864.6046 -1317.8385 Eh.